ORCA calculation (wB97M-V/def2-TZVPD) on a structure of composition C14H17IIrN2O2.

⟨S²⟩: 8.77
Lowest unoccupied orbital energy (alpha / beta) (eV): -7.1 / -11.1
Net charge: +2
Frontier orbital gap (alpha / beta) (eV): 7.5 / 4.8
Spin multiplicity: 6
Relative energy (zero: lowest compared OMol25 entry of this formula, charge and spin) (kcal/mol): 58.63

```
37
C14H17IIrN2O2 | the OMol25 dataset | wB97M-V/def2-TZVPD
C 2.90862 -1.35566 -0.04623
C 0.32188 -1.93376 -2.22304
H 3.38541 -1.51903 -1.04006
H 2.82994 -2.34235 0.44864
H 3.50374 -0.63382 0.53923
H -0.09191 -1.37950 -3.07944
H 1.24969 -2.44541 -2.57111
H -0.37575 -2.74252 -1.91133
C 1.32760 2.31348 0.17415
C 0.95700 3.65882 0.22248
C -0.33816 4.01681 -0.14840
C -1.21229 3.01264 -0.54467
H 2.34540 2.01465 0.40588
H 1.67681 4.40301 0.54424
H -0.66543 5.05726 -0.10413
H -2.24012 3.22224 -0.82581
N 0.48398 1.37209 -0.22633
C -0.78590 1.66932 -0.53231
C -1.69843 0.52143 -0.67133
N -1.13310 -0.69865 -0.57889
C -1.90293 -1.78432 -0.44713
C -3.91449 -0.50282 -0.68613
C -3.28763 -1.73967 -0.58488
H -1.40038 -2.74453 -0.30883
H -3.83150 -2.67659 -0.61066
C -3.10389 0.63060 -0.69725
H -3.52819 1.62546 -0.68188
H -5.00096 -0.42663 -0.76402
Ir 1.11091 -0.95634 -0.72961
I 2.16634 0.48994 -2.61242
C 1.80601 -1.45596 3.47192
O 1.91930 -1.40234 2.04615
C 0.96889 -0.72289 1.34674
O 0.10788 -0.06889 1.91416
H 2.03865 -0.48561 3.92139
H 2.57255 -2.16500 3.78102
H 0.83046 -1.82547 3.80989
```

Here are the natural (NBO) charges for atoms 1 to 2, given in e: number 1, C, carries -0.796; number 2, C, carries -0.944



ORCA calculation (wB97M-V/def2-TZVPD) on a structure of composition CH5ISSi.

Lowest unoccupied orbital energy (eV): -0.6
Net charge: 0
Frontier orbital gap (eV): 8.0
Spin multiplicity: 1
Relative energy (zero: lowest compared OMol25 entry of this formula, charge and spin) (kcal/mol): 28.02

```
9
CH5ISSi | the OMol25 dataset | wB97M-V/def2-TZVPD
C -0.08432 -0.12921 -1.15570
Si -0.97628 -0.09175 0.63057
S 1.84954 0.92720 -0.45863
I 2.91505 -0.52568 1.02244
H 0.45478 -0.87004 -1.71602
H -0.37370 0.70499 -1.78576
H -1.23349 -1.40118 1.19197
H -2.39430 0.55238 0.88703
H -0.15727 0.83329 1.38411
```

Here are the natural (NBO) charges for atoms 1 to 2, given in e: number 1, C, carries -0.704; number 2, Si, carries 0.833



ORCA calculation (wB97M-V/def2-TZVPD) on a structure of composition C16H24BrClInN2.

Lowest unoccupied orbital energy (eV): 2.6
Net charge: -1
Frontier orbital gap (eV): 7.0
Spin multiplicity: 1
Relative energy (zero: lowest compared OMol25 entry of this formula, charge and spin) (kcal/mol): 0.00

```
45
C16H24BrClInN2 | the OMol25 dataset | wB97M-V/def2-TZVPD
C -1.15118 -0.11414 0.75049
C -0.62185 0.80827 1.84087
C 0.71286 0.38441 2.42465
Br 0.44116 -1.19271 3.59481
In 1.73448 2.08068 3.49561
C 1.61594 3.78377 2.02628
C 2.65748 3.87009 0.90446
C 3.18149 2.51172 0.49051
Cl 3.98758 2.57158 -1.12937
H -1.43652 -1.07764 1.16616
H -0.39318 -0.23526 -0.01803
H -2.03355 0.32126 0.27785
H -0.47929 1.80473 1.41701
H -1.35083 0.90240 2.64648
H 1.33805 -0.00502 1.62202
H 3.41669 1.64130 3.85836
H 0.83374 2.51046 4.95741
H 1.68531 4.67496 2.65003
H 0.62350 3.81160 1.57603
H 2.24539 4.34456 0.01029
H 3.49936 4.49114 1.21274
H 2.38155 1.78500 0.39006
H 3.92371 2.12619 1.17869
N 0.58291 0.58276 -2.27050
C 0.01779 -0.21004 -3.17357
C 0.34588 -0.19063 -4.52156
C 1.31611 0.70202 -4.94998
C 1.91347 1.53321 -4.01661
C 1.51220 1.43608 -2.69124
H -0.73985 -0.89002 -2.79548
H -0.14807 -0.85931 -5.21385
H 1.60315 0.74679 -5.99315
H 2.68000 2.24087 -4.30123
H 1.96535 2.06224 -1.92986
N -3.40599 -2.95247 -0.13976
C -4.36168 -3.36096 0.68792
C -4.44461 -4.65312 1.18636
C -3.47784 -5.56934 0.80670
C -2.47150 -5.15432 -0.04935
C -2.48094 -3.83913 -0.49103
H -5.09139 -2.61152 0.97514
H -5.24170 -4.92634 1.86438
H -3.50160 -6.58501 1.18045
H -1.68582 -5.82868 -0.36130
H -1.69779 -3.47248 -1.14593
```

Here are the Löwdin charges for atoms 1 to 2, given in e: number 1, C, carries -0.147; number 2, C, carries -0.426



ORCA calculation (wB97M-V/def2-TZVPD) on a cluster of 2 separate species, C3H3F2I in total.

Lowest unoccupied orbital energy (eV): -1.1
Net charge: 0
Frontier orbital gap (eV): 9.2
Spin multiplicity: 1
Relative energy (zero: lowest compared OMol25 entry of this formula, charge and spin) (kcal/mol): 67.54

```
9
C3H3F2I | the OMol25 dataset | wB97M-V/def2-TZVPD
C -0.55796 0.60637 -0.47840
C 0.55163 0.34196 0.54676
C -0.08541 -0.73272 -0.17884
F -1.38416 -1.79469 0.94623
F 0.38210 -1.66798 -0.94569
I 2.57617 0.80053 0.07106
H -1.50873 0.94112 -0.09426
H -0.31279 0.99938 -1.45831
H 0.33916 0.50602 1.59145
```

Here are the natural (NBO) charges for atoms 1 to 2, given in e: number 1, C, carries -0.494; number 2, C, carries -0.426



ORCA calculation (wB97M-V/def2-TZVPD) on a cluster of 5 separate species, C32H44BF2N4PSSi in total.

Lowest unoccupied orbital energy (eV): -1.7
Net charge: 0
Frontier orbital gap (eV): 6.3
Spin multiplicity: 1
Structure (SMILES): C#CCCCB([PH2]=S)C(F)(F)CC[Si](C)(C)c1ccccc1.c1cc[nH]c1.c1cc[nH]c1.c1cc[nH]c1.c1cc[nH]c1

```
86
C32H44BF2N4PSSi | the OMol25 dataset | wB97M-V/def2-TZVPD
C 0.24007 -0.48840 2.95852
C 0.82177 -0.41728 1.66595
C 1.51702 -0.15060 0.16945
C 2.00573 1.41331 0.11385
C 1.43425 2.27385 -1.16289
B 1.87127 1.62126 -2.64547
P 3.73991 1.47140 -3.03531
S 4.23867 1.89265 -4.86778
C 0.62833 1.13960 -3.60779
F -0.37098 0.45075 -2.75909
F -0.04201 2.40828 -4.08160
C 1.06637 0.33214 -4.96438
C 1.88865 -1.06248 -4.71604
Si 0.81201 -2.66024 -4.71266
C 0.30027 -3.28896 -6.46877
C -0.79834 -2.55712 -3.66176
C 1.94464 -4.06144 -3.92961
C 2.76011 -5.17927 -4.86507
C 3.73649 -6.29865 -4.10800
C 3.85071 -6.25435 -2.44756
C 3.05340 -5.16679 -1.50359
C 2.07562 -4.05020 -2.26270
H -0.50355 -0.63338 3.87618
H 2.39811 -0.92473 0.08604
H 0.69366 -0.44240 -0.60939
H 1.57832 1.93077 1.09935
H 3.17322 1.41485 0.22802
H 1.99055 3.32687 -1.12512
H 0.26630 2.37534 -1.09938
H 4.13670 0.08020 -2.78487
H 4.44951 2.26404 -2.04096
H 0.04992 0.02566 -5.51041
H 1.63892 1.00574 -5.76596
H 2.64248 -1.17187 -5.63530
H 2.55412 -1.08965 -3.75436
H -0.38146 -4.25306 -6.30039
H 1.21199 -3.60214 -7.13194
H -0.41387 -2.49084 -6.97606
H -1.48371 -1.72104 -4.16675
H -1.42412 -3.55000 -3.61436
H -0.63048 -2.17717 -2.54502
H 2.64045 -5.11900 -6.03778
H 4.34813 -7.07564 -4.77313
H 4.56996 -7.03568 -1.90789
H 3.12393 -5.10466 -0.32700
H 1.50859 -3.24215 -1.60705
N 0.47850 0.62989 -8.51318
C -0.35752 1.67266 -8.20946
C -1.17328 1.89468 -9.29640
C -0.82079 0.94863 -10.28837
C 0.19971 0.17856 -9.77702
H 1.18926 0.25193 -7.90033
H -0.29947 2.16714 -7.24907
H -1.94027 2.65501 -9.36676
H -1.26413 0.84031 -11.26979
H 0.75079 -0.64888 -10.20366
N -1.27895 2.80314 4.08106
C -1.33955 3.94657 4.83434
C -2.56256 3.97548 5.46649
C -3.26183 2.80534 5.08566
C -2.44473 2.09828 4.23222
H -0.49617 2.52282 3.50459
H -0.51009 4.64068 4.85476
H -2.91274 4.75454 6.13115
H -4.25430 2.50991 5.40062
H -2.59319 1.15709 3.71990
N -5.26452 3.00806 10.32572
C -5.63655 1.82393 9.74437
C -4.65914 1.46700 8.84243
C -3.65960 2.46814 8.88566
C -4.05764 3.40588 9.81202
H -5.79674 3.50940 11.02502
H -6.56319 1.33877 10.02035
H -4.66480 0.58065 8.22140
H -2.74733 2.50113 8.30416
H -3.58727 4.32042 10.14777
N -1.46358 0.05014 7.68626
C -0.87673 -0.78169 8.60398
C 0.48669 -0.60377 8.52906
C 0.73034 0.37410 7.53526
C -0.49158 0.76270 7.03343
H -2.45824 0.12689 7.51775
H -1.47784 -1.42841 9.22898
H 1.22588 -1.12140 9.12655
H 1.69342 0.75440 7.22009
H -0.75184 1.48240 6.26880
```

Here are the Löwdin charges for atoms 1 to 2, given in e: number 1, C, carries 0.035; number 2, C, carries -0.088



ORCA calculation (wB97M-V/def2-TZVPD) on a cluster of 5 separate species, C9H31ClNO16P3 in total.

Lowest unoccupied orbital energy (eV): -1.4
Net charge: 0
Frontier orbital gap (eV): 8.3
Spin multiplicity: 1
Relative energy (zero: lowest compared OMol25 entry of this formula, charge and spin) (kcal/mol): 94.24

```
61
C9H31ClNO16P3 | the OMol25 dataset | wB97M-V/def2-TZVPD
N -4.92476 2.15122 -1.03864
H -5.49310 1.76074 -1.77663
H -4.03446 2.43733 -1.42020
H -4.83256 1.41303 -0.35551
H -5.50180 2.91066 -0.70643
Cl -1.45026 2.89379 -2.50611
O -1.35869 3.51044 -1.24922
O -2.79504 2.89211 -2.98804
O -0.60651 3.74191 -3.29177
O -1.12373 1.51616 -2.63632
C 1.73007 4.89822 2.91197
O 1.01105 4.08013 3.90767
P 1.21922 2.46536 3.88383
O 0.39302 1.65897 4.85666
O 1.01368 2.13661 2.23711
C -0.12818 1.45042 1.77387
O 2.81764 2.27561 4.14910
C 3.28495 1.00378 4.57133
H 0.94115 4.89330 2.15985
H 2.56246 4.38972 2.42550
H 2.03061 5.87511 3.29071
H 0.27245 0.65390 1.14686
H -0.83302 2.04664 1.19436
H -0.64018 1.03870 2.64362
H 2.45884 0.30263 4.68977
H 3.89181 1.16011 5.46319
H 3.89041 0.55600 3.78329
C 1.36145 -3.81013 -4.56312
O 1.41344 -3.00193 -3.38655
P 2.57404 -1.97705 -3.03316
O 3.91259 -2.59813 -3.13534
O 2.33262 -0.70681 -4.02721
C 1.01056 -0.29188 -4.35259
O 2.16069 -1.53873 -1.54457
C 2.35576 -0.13986 -1.21203
H 2.08625 -3.55488 -5.33617
H 0.32683 -3.87248 -4.90044
H 1.66601 -4.84587 -4.41288
H 1.02326 0.79561 -4.42537
H 0.27637 -0.53570 -3.58473
H 0.62254 -0.65309 -5.30501
H 2.50371 0.50291 -2.07980
H 3.18851 -0.28739 -0.52438
H 1.46120 0.18184 -0.67875
C -2.02955 -0.72697 -0.35708
O -1.73845 -1.98902 0.35818
P -1.53536 -1.93078 1.93585
O -2.44423 -1.03168 2.63176
O -1.68743 -3.46064 2.34302
C -2.88602 -4.14455 2.07474
O 0.09534 -1.70972 2.03731
C 0.87999 -2.46563 1.17803
H -1.44264 -0.68298 -1.27452
H -1.83003 0.12028 0.29901
H -3.02259 -0.71615 -0.80637
H -3.20563 -4.66637 2.97677
H -2.79469 -4.82543 1.22847
H -3.61580 -3.34958 1.92129
H 1.01149 -3.44500 1.63809
H 1.82594 -1.98811 0.92257
H 0.34875 -2.76670 0.27514
```

Here are the natural (NBO) charges for atoms 1 to 2, given in e: number 1, N, carries -0.854; number 2, H, carries 0.439



ORCA calculation (wB97M-V/def2-TZVPD) on an isolated molecule of C3H9PS3.

Lowest unoccupied orbital energy (eV): 0.5
Net charge: 0
Frontier orbital gap (eV): 9.5
Spin multiplicity: 1
Relative energy (zero: lowest compared OMol25 entry of this formula, charge and spin) (kcal/mol): 70.59
Structure (SMILES): C[C@@H](S)C(P)(S)S

```
16
C3H9PS3 | the OMol25 dataset | wB97M-V/def2-TZVPD
C -1.73701 -0.07103 -0.53835
C -0.49104 -0.60130 0.07638
C 0.69161 0.38827 0.04090
P 0.22038 1.79757 1.21549
S -0.13722 -2.12636 -0.76336
S 2.37129 -0.49144 0.63297
S 1.00531 1.11627 -1.58465
H -1.43731 0.43084 -1.41278
H -2.45704 -0.85628 -0.59587
H -2.09411 0.80236 0.04587
H -0.56296 -0.99356 1.17322
H -0.84792 1.23841 1.84096
H 1.17462 1.59258 2.32863
H 0.76020 -2.50828 0.11328
H 2.93390 0.25360 -0.28771
H 0.60732 0.02834 -2.28498
```

Here are the natural (NBO) charges for atoms 1 to 2, given in e: number 1, C, carries -0.649; number 2, C, carries -0.408



ORCA calculation (wB97M-V/def2-TZVPD) on a structure of composition C8H16FIP.

Lowest unoccupied orbital energy (eV): -5.3
Net charge: +1
Frontier orbital gap (eV): 8.9
Spin multiplicity: 1
Relative energy (zero: lowest compared OMol25 entry of this formula, charge and spin) (kcal/mol): 36.11

```
27
C8H16FIP | the OMol25 dataset | wB97M-V/def2-TZVPD
C 0.76846 -1.56596 0.25236
C -0.08644 -0.89828 -0.82093
C 1.68926 -0.54028 0.85669
C -0.78484 0.31743 -0.28082
C 2.44621 -0.91113 2.12924
C -2.42251 0.95499 -2.07231
C -1.19676 1.35907 -1.34671
C 0.01634 1.57892 2.40203
F 1.62827 2.28745 -0.11858
P 0.48042 0.81764 0.86101
I -1.18530 -0.00594 3.31840
H 0.16966 -1.99826 1.04174
H 1.45051 -2.33443 -0.25704
H 0.59430 -0.44161 -1.52649
H -0.76678 -1.42007 -1.39649
H 2.39090 -0.21812 0.05644
H -1.84126 0.18704 0.30833
H 2.87018 0.08451 2.63398
H 3.37303 -1.47283 1.96041
H 1.95500 -1.56077 2.86774
H -2.10367 -0.04352 -2.64583
H -2.71772 1.60357 -2.90388
H -3.28065 0.67646 -1.48808
H -1.32689 2.30460 -0.82628
H -0.28484 1.43806 -2.07077
H 0.93236 1.69097 2.92202
H -0.58877 2.45358 2.26320
```

Here are the natural (NBO) charges for atoms 1 to 2, given in e: number 1, C, carries -0.418; number 2, C, carries -0.429



| no. | largest force on an atom (eV/A) |
| --- | --- |
| 1 | 5.08 |
| 2 | 3.80 |
| 3 | 0.87 |
| 4 | 4.12 |
| 5 | 9.69 |
| 6 | 3.78 |
| 7 | 2.93 |
| 8 | 5.01 |